1 | The following is a quantum chemistry calculation of 2 unconnected molecules or ions with the total composition C2HCl2NO, from OMol25.

Geometry as XYZ:
```
7
Properties=species:S:1:pos:R:3:lowdin_charge:R:1
C -1.2894 -0.6135 0.1412 -0.42
C 1.2539 0.9236 0.1247 -1.02
N -0.2290 -0.6321 0.6492 0.09
O -2.3404 -0.2165 -0.2197 0.15
Cl 1.9198 -0.1593 -1.0466 0.50
Cl 0.2319 2.0281 -0.5583 0.60
H 0.4531 -1.3304 0.9095 0.10
```

Results
Spin multiplicity: 1
HOMO-LUMO gap in eV: 8.49
LUMO in eV: -0.66


2 | The following is a quantum chemistry calculation of 2 unconnected molecules or ions with the total composition C2HCl2NO, from OMol25.

Geometry as XYZ:
```
7
Properties=species:S:1:pos:R:3:lowdin_charge:R:1
C 1.4835 -0.1165 0.2437 -0.38
C -1.2425 -0.4179 0.4947 -1.01
N 0.6103 0.6845 -0.0640 0.12
O 2.3254 -0.6382 0.8139 0.22
Cl -2.2671 0.8612 0.2363 0.56
Cl -1.2580 -1.4996 -0.8886 0.46
H 0.3483 1.1264 -0.8359 0.03
```

Results
Spin multiplicity: 1
HOMO-LUMO gap in eV: 8.64
LUMO in eV: -0.48


3 | The following is a quantum chemistry calculation of 2 unconnected molecules or ions with the total composition C2HCl2NO, from OMol25.

Geometry as XYZ:
```
7
Properties=species:S:1:pos:R:3:lowdin_charge:R:1
C -0.3672 -1.0943 -0.2850 -0.34
C -0.7269 0.2465 0.0016 -1.09
N -0.1733 -2.2208 -0.5272 0.21
O 1.5637 0.2876 0.7417 -0.22
Cl -0.5539 1.4071 -1.2583 0.73
Cl -1.4976 0.6779 1.4332 0.78
H 1.7552 0.6960 -0.1060 -0.06
```

Results
Spin multiplicity: 1
HOMO-LUMO gap (alpha / beta) in eV: 7.13 / 7.13
LUMO (alpha / beta) in eV: -2.82 / -2.82


It comes down to 1, which is 13.7 kJ/mol more stable than the next structure.


1 | The following is a quantum chemistry calculation of 2 unconnected molecules or ions with the total composition C5H14N2O, from OMol25.

Geometry as XYZ:
```
22
Properties=species:S:1:pos:R:3:lowdin_charge:R:1
C 0.7374 1.3311 -0.6158 -0.21
N 0.2550 0.5708 0.5690 0.18
C -0.5895 -0.6747 0.3239 -0.35
C -1.1677 -1.0383 1.6764 -0.02
O -1.9513 2.0413 0.7116 0.12
C 0.1249 -1.7609 -0.4083 -0.26
N 0.1979 -1.4255 -1.8048 0.14
C 2.2256 1.1049 -0.8249 -0.06
H 0.0807 0.9779 -1.4542 0.13
H 0.5186 2.4559 -0.3621 0.16
H -0.4589 1.2350 0.9622 0.08
H -1.3856 -0.2487 -0.3223 0.16
H -0.5757 -1.6612 2.4207 0.13
H -1.3870 -0.1332 2.2144 0.08
H -1.9705 -1.6280 1.5373 0.05
H 1.2208 -1.7933 0.0375 0.18
H -0.5341 -2.6145 -0.1987 0.13
H -0.2634 -2.2314 -2.2340 0.07
H -2.7840 2.1560 0.3124 0.04
H 2.4739 0.4572 -1.6408 0.07
H 2.5882 2.1413 -1.0300 0.10
H 2.6447 0.7385 0.1304 0.09
```

Results
Spin multiplicity: 2
HOMO-LUMO gap (alpha / beta) in eV: 10.04 / 6.74
LUMO (alpha / beta) in eV: -4.59 / -7.58
Expectation value of S²: 1.75
Total charge: +1


2 | The following is a quantum chemistry calculation of 2 unconnected molecules or ions with the total composition C5H14N2O, from OMol25.

Geometry as XYZ:
```
22
Properties=species:S:1:pos:R:3:lowdin_charge:R:1
C -3.0063 -1.0470 0.9197 -0.08
C -1.6106 -1.2453 1.5391 -0.25
C -0.5013 -1.3355 0.4867 -0.19
C 0.1257 0.0748 0.3454 -0.12
N 1.0916 0.1104 -0.8063 0.17
C 2.4340 0.4306 -0.3979 -0.19
N 3.4573 0.2797 -1.1080 0.24
H -2.9830 -0.3132 0.1219 0.07
H -3.4104 -2.0058 0.5993 0.08
H -3.7289 -0.7473 1.6788 0.08
H -1.6464 -2.2115 2.0490 0.12
H -1.3315 -0.5658 2.3453 0.11
H -0.8551 -1.7492 -0.4574 0.12
H 0.2824 -2.0210 0.8327 0.12
H -0.6793 0.6364 -0.1591 0.16
H 0.6105 0.3461 1.2679 0.13
H 1.0167 -0.7686 -1.3367 0.17
H 2.4802 0.9492 0.5533 0.14
H 3.4220 -0.1794 -2.0253 0.11
H 1.4283 3.0417 -1.9370 -0.01
H 2.0709 4.4448 -2.0975 0.06
O 1.3331 3.8761 -2.4141 -0.06
```

Results
Spin multiplicity: 2
HOMO-LUMO gap (alpha / beta) in eV: 10.54 / 5.67
LUMO (alpha / beta) in eV: -3.99 / -8.85
Expectation value of S²: 0.78
Total charge: +1


It comes down to 2, which is 395.1 kJ/mol more stable than the next structure.


1 | The following is a quantum chemistry calculation of 2 unconnected molecules or ions with the total composition C2H4NO3P, from OMol25.

Geometry as XYZ:
```
11
Properties=species:S:1:pos:R:3:lowdin_charge:R:1
C 0.8118 0.4151 0.3989 -0.41
C 1.2686 -0.2952 -0.8808 -0.26
N 1.7839 0.9637 1.0499 -0.14
O -2.0842 -0.6485 -1.1450 -0.46
O -2.3946 -1.2732 1.2967 -0.47
O -2.8139 1.1317 0.5876 -0.45
P -2.2130 -0.1833 0.2873 0.16
H 1.9040 0.5035 -1.3536 0.03
H 1.6998 -1.3639 -0.7641 0.06
H 0.4094 -0.4894 -1.5072 -0.01
H 1.6282 1.2395 2.0302 -0.04
```

Results
Spin multiplicity: 1
HOMO-LUMO gap in eV: 5.81
LUMO in eV: 7.35
Total charge: -2


2 | The following is a quantum chemistry calculation of a molecular structure, C2H4NO3P, from OMol25.

Geometry as XYZ:
```
11
Properties=species:S:1:pos:R:3:lowdin_charge:R:1
C 0.0577 -2.1783 0.2162 -0.25
C -0.2949 -0.8960 0.6664 -0.09
N 0.3499 -3.2284 -0.1813 0.12
O -2.1280 0.3706 -1.3198 -0.35
O -1.7988 1.8768 0.8083 -0.37
O -3.3395 -0.1425 0.8653 -0.34
P -2.4049 0.6765 0.1071 0.13
H 10.8025 4.8726 -3.7236 -1.00
H -1.1740 -0.3362 0.3582 -0.05
H 0.4119 -0.1306 0.4828 0.10
H -0.4820 -0.8845 1.7204 0.10
```

Results
Spin multiplicity: 1
HOMO-LUMO gap in eV: 3.29
LUMO in eV: 4.93
Total charge: -2


It comes down to 1, which is 8.1 kJ/mol more stable than the next structure.


1 | The following is a quantum chemistry calculation of a gas-phase ion, C5H12IN2 (charge +1), from OMol25.

Geometry as XYZ:
```
20
Properties=species:S:1:pos:R:3:lowdin_charge:R:1
C 0.4680 -2.1227 -1.5658 -0.22
C -0.0913 -1.5595 -0.3568 -0.65
I -2.2571 -1.8899 -0.3869 0.93
C 0.0225 0.0236 -0.3225 -0.39
N 0.3432 0.5770 -1.4713 0.23
N -0.0969 0.7792 0.7012 -0.11
C -0.0479 2.2591 0.6719 -0.01
C -0.3124 0.2791 2.1026 0.01
H -0.1388 -2.0199 -2.6169 0.15
H 0.6401 -3.1714 -1.3906 0.09
H 1.4069 -1.7242 -1.7165 0.06
H 0.4679 -1.9268 0.4872 0.10
H 0.4743 0.1664 -2.3816 0.14
H 0.4288 1.5332 -1.3954 0.07
H 0.0240 2.8223 -0.2589 0.09
H -0.9717 2.7881 0.9620 0.11
H 0.7552 2.5767 1.4879 0.16
H 0.5494 -0.2791 2.4988 0.11
H -0.4642 1.1804 2.7194 0.10
H -1.2002 -0.2917 2.2323 0.06
```

Results
Spin multiplicity: 1
HOMO-LUMO gap in eV: 9.68
LUMO in eV: -3.68
Structure (SMILES): C[C@H](I)C(=[NH2+])N(C)C
Total charge: +1


2 | The following is a quantum chemistry calculation of 2 unconnected molecules or ions with the total composition C5H12IN2, from OMol25.

Geometry as XYZ:
```
20
Properties=species:S:1:pos:R:3:lowdin_charge:R:1
C 1.2899 0.7903 2.0298 -0.31
C 0.4929 1.1123 -0.8231 -0.07
C 1.2922 -1.3342 -0.4469 -0.04
C -1.0293 -0.6704 -0.0766 0.03
C 0.1472 -0.2573 -0.4430 -0.48
N 2.4380 0.1049 2.0785 -0.38
N 1.1179 2.0399 2.3898 0.17
I 4.3258 0.9050 1.8385 0.96
H 1.2201 1.0018 -1.6233 0.09
H -0.4120 1.4781 -1.4055 0.13
H 0.8457 1.7726 -0.0563 0.05
H 1.1131 -1.9902 0.4798 0.10
H 2.1467 -0.7219 -0.3207 0.03
H 1.2208 -1.9213 -1.3913 0.11
H -1.9093 -0.0997 -0.2693 0.07
H -1.0135 -1.5376 0.5819 0.08
H 0.4940 0.2834 1.5808 0.09
H 2.3876 -0.8617 1.9486 0.03
H 0.0287 2.1733 2.3374 0.21
H 1.8634 2.7417 2.3661 0.12
```

Results
Spin multiplicity: 1
HOMO-LUMO gap in eV: 7.80
LUMO in eV: -5.12
Total charge: +1


It comes down to 1, which is 181.0 kJ/mol more stable than the next structure.


1 | The following is a quantum chemistry calculation of C4H7N3 in the gas phase, from OMol25.

Geometry as XYZ:
```
14
Properties=species:S:1:pos:R:3:lowdin_charge:R:1
C -0.1595 1.1191 -1.1053 -0.17
N 0.9155 0.3355 -1.2489 0.06
C 1.1461 -0.8200 -0.5639 -0.26
N 0.3925 -1.6020 0.1741 0.02
C -0.5895 -0.9977 0.9881 -0.33
C -0.5330 0.4301 1.2374 -0.23
N -0.7441 1.3353 0.1197 -0.04
H -0.7417 1.6459 -1.9801 0.15
H 1.8509 -1.3645 -0.9988 0.05
H -0.5800 -1.6547 1.9553 0.14
H -1.6110 -1.2300 0.6132 0.12
H -1.2954 0.7504 2.0234 0.13
H 0.6420 0.7813 1.5108 0.18
H -1.3971 2.2010 0.2249 0.17
```

Results
Spin multiplicity: 1
HOMO-LUMO gap in eV: 8.81
LUMO in eV: 0.56
Structure (SMILES): C1=NC=NCCN1


2 | The following is a quantum chemistry calculation of C4H7N3 in the gas phase, from OMol25.

Geometry as XYZ:
```
14
Properties=species:S:1:pos:R:3:lowdin_charge:R:1
N -1.5420 -0.2230 -1.1805 0.00
C -1.1697 -0.0725 0.3223 -0.32
C 0.0376 0.9315 0.6606 -0.07
C 1.0726 1.0386 -0.3322 -0.15
N 1.7161 -0.1111 -0.6293 -0.05
N 1.0038 -1.2107 -0.3088 -0.05
C -0.0634 -0.8148 0.7349 -0.13
H -1.9578 0.7895 -1.4118 0.11
H -0.5015 -0.4957 -1.6113 0.12
H -1.8894 -0.1268 1.0451 0.10
H -0.0206 1.5102 1.4813 0.06
H 1.6849 1.9401 -0.7382 0.13
H 1.5943 -1.8120 0.2612 0.11
H 0.0349 -1.3433 1.7067 0.14
```

Results
Spin multiplicity: 1
HOMO-LUMO gap in eV: 9.36
LUMO in eV: 0.86
Structure (SMILES): N[C@@H]1[C@@H]2C=NN[C@H]12


3 | The following is a quantum chemistry calculation of C4H7N3 in the gas phase, from OMol25.

Geometry as XYZ:
```
14
Properties=species:S:1:pos:R:3:lowdin_charge:R:1
C -0.3664 -0.6940 2.0358 -0.12
N -1.0289 0.2286 1.1080 -0.05
C -0.3910 0.2580 -0.1493 -0.41
C 0.7684 1.0105 -0.4595 -0.03
C 1.0598 0.6739 -1.7593 -0.11
N 0.0985 -0.1967 -2.1502 -0.05
N -0.7840 -0.4831 -1.1762 0.08
H 0.7112 -0.6417 1.8546 0.08
H -0.5462 -0.4081 3.0776 0.07
H -0.6746 -1.7410 1.8943 0.08
H -2.0059 -0.0196 0.9876 0.11
H 1.2805 1.7077 0.1891 0.10
H 1.8574 0.9855 -2.4229 0.11
H 0.0212 -0.6801 -3.0296 0.14
```

Results
Spin multiplicity: 1
HOMO-LUMO gap in eV: 9.73
LUMO in eV: 1.10
Structure (SMILES): CNc1cc[nH]n1


4 | The following is a quantum chemistry calculation of a molecular structure, C4H7N3, from OMol25.

Geometry as XYZ:
```
14
Properties=species:S:1:pos:R:3:lowdin_charge:R:1
C 1.9182 -0.0982 -1.1013 -0.09
C 0.5921 0.4813 -0.6254 -0.24
N 0.1138 -0.1744 0.5907 0.00
C -0.9911 -0.8726 0.6563 -0.20
N -2.6418 0.0501 0.3275 0.05
C -1.6860 -1.4182 1.7698 -0.09
N -2.4912 -0.3540 1.5865 -0.10
H 1.8164 -1.1638 -1.3323 0.08
H 2.7002 0.0142 -0.3413 0.07
H 2.2537 0.4241 -2.0024 0.07
H -0.1939 0.3460 -1.3737 0.12
H 0.6768 1.5571 -0.4311 0.12
H 0.6615 -0.0590 1.4377 0.15
H -2.8687 -0.7833 -0.2248 0.05
```

Results
Spin multiplicity: 1
HOMO-LUMO gap in eV: 9.11
LUMO in eV: 0.25


It comes down to 3, which is 206.2 kJ/mol more stable than the next structure.


1 | The following is a quantum chemistry calculation of a molecular structure, C4H7N3, from OMol25.

Geometry as XYZ:
```
14
Properties=species:S:1:pos:R:3:lowdin_charge:R:1
C 2.2848 0.1021 0.2407 -0.08
N 1.1461 0.3494 -0.6114 0.00
C -0.1208 0.1133 -0.2431 -0.45
N -1.1283 0.3713 -1.1870 0.04
N -2.3513 0.7229 -0.2905 0.00
C -1.9961 -0.4830 0.2377 -0.16
C -0.6864 -0.4942 0.8534 -0.05
H 2.0760 -0.7716 0.8651 0.08
H 3.1642 -0.1189 -0.3705 0.08
H 2.5130 0.9541 0.8940 0.09
H 1.2564 0.8766 -1.4656 0.14
H -3.1374 0.6002 -0.9297 0.10
H -2.6661 -1.3470 0.1549 0.13
H -0.3345 -0.9083 1.7837 0.08
```

Results
Spin multiplicity: 1
HOMO-LUMO gap in eV: 7.78
LUMO in eV: 0.71


2 | The following is a quantum chemistry calculation of C4H7N3 in the gas phase, from OMol25.

Geometry as XYZ:
```
14
Properties=species:S:1:pos:R:3:lowdin_charge:R:1
C 1.6970 -0.4187 0.0287 -0.07
C 0.4033 0.2667 0.1812 -0.25
N 0.0062 1.4927 0.4082 0.02
C -1.3460 1.6484 0.4084 -0.21
N -1.8818 0.5218 -0.0482 0.06
C -0.9853 -0.4564 -0.2277 -0.36
N -0.9812 -1.6571 -0.6993 0.10
H 2.2820 -0.2756 1.0347 0.11
H 1.5501 -1.4341 -0.0830 0.01
H 2.3134 -0.1276 -0.8437 0.08
H 0.7374 2.2878 0.5315 0.21
H -1.8612 2.5262 0.4493 0.07
H -1.8299 -2.2075 -0.7766 0.11
H -0.1040 -2.1665 -0.3633 0.12
```

Results
Spin multiplicity: 1
HOMO-LUMO gap in eV: 7.40
LUMO in eV: 0.89
Structure (SMILES): Cc1[nH]cnc1N


It comes down to 2, which is 274.5 kJ/mol more stable than the next structure.